Below is a molecular structure, C29H32N10OPbS3, with properties calculated with ωB97M-V/def2-TZVPD.

## Properties
ΔE to the lowest compared entry with this formula, charge and spin (kJ/mol): 90.0
Total charge: 0
Total energy (Eh): -3134.4327
Maximum force (eV/A): 1.190
Kohn-Sham gap (eV): 6.5
2S+1: 1

Geometry (Å):
Pb 0.219 -0.360 -0.238
C -4.989 -0.227 2.915
C -3.587 -0.479 3.314
N -3.169 -0.712 4.520
N -1.838 -0.898 4.408
C -1.400 -0.770 3.130
S 0.180 -0.930 2.649
N -2.544 -0.500 2.420
N -2.604 -0.200 1.079
H -5.619 -0.301 3.796
H -5.319 -0.971 2.189
H -5.102 0.766 2.478
H -1.267 -1.122 5.204
H -3.481 0.259 0.863
H -2.444 -1.016 0.455
O -1.849 -1.985 -0.787
N -2.267 -2.115 -2.023
C -3.328 -2.919 -2.226
C -3.863 -3.148 -3.466
C -3.275 -2.523 -4.568
C -2.195 -1.708 -4.358
C -1.664 -1.480 -3.074
S -0.325 -0.439 -2.909
H -3.731 -3.361 -1.325
H -4.720 -3.792 -3.577
H -3.662 -2.681 -5.561
H -1.699 -1.207 -5.172
N 10.645 -2.272 -0.510
C 9.516 -2.080 -0.465
C 8.123 -1.843 -0.413
C 7.384 -2.225 0.709
C 6.021 -2.003 0.745
C 5.376 -1.384 -0.323
C 6.121 -0.996 -1.435
C 7.480 -1.227 -1.489
C 3.919 -1.102 -0.294
C 3.066 -2.191 -0.486
C 3.470 -3.535 -0.723
C 2.328 -4.288 -0.827
C 1.260 -3.394 -0.654
N 1.688 -2.155 -0.459
C 3.574 0.230 -0.077
C 4.481 1.274 0.272
C 3.730 2.406 0.448
C 2.400 2.033 0.191
N 2.298 0.749 -0.112
H 7.888 -2.696 1.541
H 5.450 -2.301 1.613
H 5.621 -0.514 -2.262
H 8.054 -0.938 -2.357
H 4.482 -3.882 -0.808
H 2.256 -5.344 -0.999
H 0.209 -3.614 -0.659
H 5.543 1.182 0.397
H 4.079 3.380 0.733
H 1.532 2.665 0.216
C -3.942 3.825 2.099
N -2.694 3.362 1.542
C -1.600 3.260 2.473
C -2.512 3.142 0.227
S -1.073 2.616 -0.409
N -3.622 3.383 -0.589
C -3.673 2.545 -1.775
C -3.830 4.791 -0.906
H -4.136 3.297 3.035
H -4.756 3.638 1.401
H -3.902 4.897 2.323
H -1.463 4.206 3.000
H -0.696 3.015 1.920
H -1.791 2.476 3.207
H -3.576 1.502 -1.480
H -2.877 2.768 -2.492
H -4.642 2.694 -2.250
H -3.720 5.405 -0.015
H -4.835 4.921 -1.304
H -3.110 5.139 -1.657

Below is a single C4H11NO2 molecule, with properties calculated with ωB97M-V/def2-TZVPD.

## Properties
ΔE to the lowest compared entry with this formula, charge and spin (kJ/mol): 206.7
Total charge: 0
Total energy (Eh): -364.1894
Maximum force (eV/A): 2.637
Kohn-Sham gap (eV): 10.6
2S+1: 1

Geometry (Å):
N -1.019 1.255 0.432
C -0.070 0.423 -0.291
C 1.139 1.258 -0.723
O 0.892 2.361 -1.541
C 0.443 -0.752 0.661
C -0.706 -1.646 1.078
O -0.646 -2.900 0.339
H -0.535 2.091 0.778
H -1.523 1.831 -0.253
H -0.401 -0.261 -1.090
H 1.623 1.495 0.249
H 1.890 0.567 -1.161
H 0.013 2.275 -1.918
H 1.269 -1.309 0.247
H 0.821 -0.167 1.504
H -0.637 -1.939 2.112
H -1.654 -1.211 0.768
H -0.315 -3.613 0.876

Below is a single C14H18N2O5 molecule, with properties calculated with ωB97M-V/def2-TZVPD.

## Properties
ΔE to the lowest compared entry with this formula, charge and spin (kJ/mol): 396.8
Total charge: 0
Total energy (Eh): -1029.9271
Maximum force (eV/A): 4.879
Kohn-Sham gap (eV): 9.7
2S+1: 1

Geometry (Å):
N 1.290 -3.634 -0.575
C 1.042 -2.229 -0.260
C 0.888 -1.627 -1.695
C 0.642 -0.063 -2.075
C -0.497 0.593 -1.595
C -0.799 1.852 -2.039
C 0.125 2.573 -2.758
C 1.290 2.041 -3.199
C 1.590 0.690 -2.919
C -0.230 -2.015 0.397
O -1.299 -2.530 0.166
N -0.193 -1.153 1.468
C 0.610 0.039 1.388
C -0.212 1.425 1.316
C -1.412 1.379 2.390
C -2.535 0.501 2.008
O -2.969 -0.426 2.673
O -2.958 0.939 0.795
C 1.322 0.404 2.778
O 2.038 1.390 2.975
O 1.085 -0.455 3.813
H 0.608 -3.813 -1.281
H 2.216 -4.025 -0.706
H 1.832 -1.924 0.428
H 1.792 -1.993 -2.284
H -0.048 -2.175 -2.074
H -1.251 -0.033 -1.121
H -1.844 2.210 -1.915
H -0.233 3.648 -2.782
H 1.998 2.725 -3.687
H 2.515 0.129 -3.097
H -1.114 -0.741 1.478
H 1.340 -0.048 0.532
H 0.458 2.193 1.403
H -0.765 1.527 0.376
H -2.114 2.325 2.461
H -1.087 1.020 3.353
H -3.748 0.519 0.489
H 0.626 -1.236 3.376

Below is a single C5H6O2 molecule, with properties calculated with ωB97M-V/def2-TZVPD.

## Properties
ΔE to the lowest compared entry with this formula, charge and spin (kJ/mol): 357.0
Total charge: 0
Total energy (Eh): -344.4660
Maximum force (eV/A): 0.519
Kohn-Sham gap (eV): 10.3
2S+1: 1

Geometry (Å):
C 1.890 -0.747 1.362
C 1.457 0.277 0.901
O 1.022 1.420 0.444
C 0.248 1.426 -0.719
C -0.619 0.504 -1.115
C -1.064 -0.750 -0.390
O -1.603 -0.493 0.891
H 2.316 -1.650 1.736
H 0.431 2.350 -1.254
H -1.106 0.731 -2.060
H -0.241 -1.475 -0.332
H -1.866 -1.214 -0.969
H -0.864 -0.380 1.504

Below is 2 unconnected molecules or ions with the total composition C2HClO2S, with properties calculated with ωB97M-V/def2-TZVPD.

## Properties
ΔE to the lowest compared entry with this formula, charge and spin (kJ/mol): 271.4
Total charge: 0
Total energy (Eh): -1085.5350
Maximum force (eV/A): 6.038
Kohn-Sham gap (eV): 8.9
2S+1: 1

Geometry (Å):
C 0.039 0.173 0.223
C 0.421 -0.052 -1.125
O -0.420 -0.475 -1.883
O -1.611 -0.508 2.092
S -1.254 -0.685 0.700
Cl 2.110 0.423 -1.383
H 0.715 1.124 1.376

Below is a molecular structure, C22H32CuN6O2S, with properties calculated with ωB97M-V/def2-TZVPD.

## Properties
Total charge: 0
Expectation value of S²: 0.754
Total energy (Eh): -3375.2018
Maximum force (eV/A): 0.378
Kohn-Sham gap (alpha / beta) (eV): 7.8 / 8.1
2S+1: 2

Geometry (Å):
Cu 0.867 -0.721 -0.388
N -0.675 -2.134 0.069
N -0.423 -2.536 1.390
C 0.903 -2.443 1.853
O 1.187 -2.955 2.920
O 1.689 -1.741 1.101
H -1.503 -1.555 0.030
H -0.767 -2.916 -0.570
H -0.944 -3.323 1.746
C -4.876 1.833 1.719
C -5.070 1.802 0.341
C -4.031 1.459 -0.504
C -2.786 1.144 0.038
C -2.591 1.166 1.415
C -3.637 1.515 2.256
N -1.649 0.753 -0.728
N -1.791 0.841 -1.959
C -0.651 0.485 -2.737
C -0.763 0.814 -4.087
C 0.282 0.562 -4.958
C 1.439 -0.026 -4.465
C 1.533 -0.359 -3.117
C 0.493 -0.127 -2.214
H -5.695 2.102 2.373
H -6.040 2.046 -0.072
H -4.161 1.429 -1.576
H -1.611 0.908 1.796
H -3.487 1.534 3.327
H -1.680 1.280 -4.428
H 0.200 0.823 -6.004
H 2.270 -0.225 -5.131
H 2.458 -0.803 -2.764
C 5.392 -1.039 1.959
C 5.499 -0.707 3.446
C 4.726 0.535 3.890
C 3.204 0.410 3.780
N 2.712 0.430 2.415
C 2.519 1.506 1.665
S 1.918 1.374 0.059
N 2.826 2.705 2.186
C 2.785 3.988 1.499
C 4.186 4.528 1.227
C 4.984 3.712 0.212
C 4.484 3.878 -1.219
H 6.128 -1.796 1.688
H 5.581 -0.154 1.346
H 4.410 -1.427 1.694
H 6.550 -0.551 3.702
H 5.158 -1.564 4.035
H 5.070 1.397 3.305
H 4.967 0.744 4.936
H 2.713 1.198 4.362
H 2.886 -0.543 4.204
H 2.396 -0.458 2.005
H 3.248 2.707 3.100
H 2.230 4.690 2.126
H 2.226 3.854 0.577
H 4.731 4.573 2.176
H 4.090 5.559 0.873
H 4.956 2.654 0.491
H 6.031 4.020 0.266
H 3.462 3.515 -1.330
H 5.106 3.311 -1.913
H 4.515 4.927 -1.520

Below is 2 unconnected molecules or ions with the total composition C2H5O2S, with properties calculated with ωB97M-V/def2-TZVPD.

## Properties
ΔE to the lowest compared entry with this formula, charge and spin (kJ/mol): 85.4
Total charge: -1
Total energy (Eh): -627.9083
Maximum force (eV/A): 4.109
Kohn-Sham gap (eV): 7.9
2S+1: 1

Geometry (Å):
C 2.472 -0.787 0.803
S 1.576 0.736 0.353
H 2.937 -1.407 -0.012
H 3.282 -0.425 1.438
H 1.945 -1.552 1.369
O -3.114 -0.499 -0.886
C -2.139 0.227 -0.619
O -1.051 -0.362 -0.238
H -2.303 1.290 -0.492
H 0.144 0.206 -0.178

Below is a single C4H9N2PS molecule, with properties calculated with ωB97M-V/def2-TZVPD.

## Properties
ΔE to the lowest compared entry with this formula, charge and spin (kJ/mol): 0.0
Total charge: 0
Total energy (Eh): -1006.7181
Maximum force (eV/A): 2.780
Kohn-Sham gap (eV): 7.9
2S+1: 1

Geometry (Å):
C -1.092 1.923 -1.389
P 0.009 0.684 -1.551
S -0.193 -0.410 -3.251
C 1.231 1.105 0.221
N 0.960 -0.050 0.959
C 1.172 -1.304 0.323
N -0.142 -0.762 0.405
C -1.092 -1.308 1.341
H -1.047 2.599 -0.558
H -1.857 2.055 -2.130
H 0.741 1.984 0.613
H 2.284 1.253 0.003
H 1.448 -2.129 0.973
H 1.606 -1.322 -0.674
H -1.635 -2.115 0.855
H -0.600 -1.683 2.244
H -1.794 -0.521 1.616

Below is a single C2HNO molecule, with properties calculated with ωB97M-V/def2-TZVPD.

## Properties
ΔE to the lowest compared entry with this formula, charge and spin (kJ/mol): 60.4
Total charge: 0
Total energy (Eh): -206.7500
Maximum force (eV/A): 4.922
Kohn-Sham gap (eV): 10.6
2S+1: 1

Geometry (Å):
N -2.849 -0.228 -0.012
C -1.753 0.091 0.013
C -0.391 0.630 -0.014
O -0.132 1.861 0.007
H 0.221 -0.275 -0.028

Below is a molecular structure, C53H55NPSb2Ti, with properties calculated with ωB97M-V/def2-TZVPD.

## Properties
ΔE to the lowest compared entry with this formula, charge and spin (kJ/mol): 84.3
Total charge: +2
Expectation value of S²: 0.759
Total energy (Eh): -3778.1216
Maximum force (eV/A): 1.451
Kohn-Sham gap (alpha / beta) (eV): 7.2 / 7.2
2S+1: 2

Geometry (Å):
Ti -0.229 -0.181 -0.055
C 0.397 -3.210 -3.627
C -0.892 -2.490 -3.931
C -1.877 -3.136 -4.671
C -3.049 -2.492 -5.033
C -3.259 -1.175 -4.651
C -2.290 -0.512 -3.917
C -1.104 -1.155 -3.557
P 0.163 -0.249 -2.593
C 1.788 -0.347 -3.412
C 2.843 -0.229 -2.502
C 4.160 -0.278 -2.911
C 4.434 -0.471 -4.258
C 3.396 -0.557 -5.168
C 2.057 -0.475 -4.782
C 1.012 -0.475 -5.867
C -0.318 1.494 -2.796
C 0.194 2.306 -3.803
C -0.248 3.612 -3.928
C -1.194 4.105 -3.039
C -1.678 3.308 -2.016
C -1.243 1.993 -1.863
C -1.765 1.104 -0.778
H 0.243 -4.288 -3.634
H 0.817 -2.910 -2.663
H 1.141 -2.989 -4.393
H -1.716 -4.163 -4.978
H -3.795 -3.014 -5.618
H -4.164 -0.657 -4.937
H -2.439 0.529 -3.666
H 2.611 -0.082 -1.454
H 4.967 -0.174 -2.197
H 5.458 -0.533 -4.601
H 3.624 -0.673 -6.221
H 0.947 -1.453 -6.349
H 1.290 0.238 -6.643
H 0.027 -0.206 -5.502
H 0.927 1.919 -4.499
H 0.153 4.246 -4.707
H -1.552 5.121 -3.143
H -2.411 3.704 -1.324
H -2.435 0.356 -1.233
H -2.384 1.700 -0.105
C -2.298 2.195 2.719
C -3.124 0.930 3.022
C -2.711 -0.366 2.324
Sb -0.843 -1.495 2.839
C 1.120 -1.285 1.346
C 2.214 -0.404 1.390
C 3.461 -0.772 0.889
C 3.642 -2.014 0.305
C 2.582 -2.911 0.261
C 1.353 -2.558 0.794
C -0.084 -0.706 4.697
C 1.003 -1.413 5.209
C 1.460 -1.153 6.491
C 0.828 -0.194 7.271
C -0.251 0.514 6.764
C -0.709 0.259 5.480
Sb -0.259 1.757 2.168
C 0.849 2.492 3.868
C 1.987 1.847 4.337
C 2.666 2.355 5.436
C 2.220 3.512 6.057
C 1.091 4.161 5.580
C 0.403 3.652 4.487
C 0.298 3.376 0.907
C 1.316 3.098 -0.003
C 1.897 4.112 -0.745
C 1.447 5.415 -0.585
C 0.416 5.696 0.299
C -0.156 4.679 1.051
H -2.291 2.860 3.582
H -2.721 2.748 1.880
H -4.156 1.129 2.718
H -3.168 0.751 4.095
H -2.686 -0.244 1.241
H -3.456 -1.134 2.550
H 2.153 0.559 1.882
H 4.292 -0.083 0.975
H 4.611 -2.294 -0.088
H 2.728 -3.901 -0.153
H 0.575 -3.310 0.850
H 1.493 -2.171 4.605
H 2.291 -1.718 6.891
H 1.171 -0.004 8.280
H -0.749 1.262 7.368
H -1.554 0.823 5.113
H 2.349 0.936 3.880
H 3.542 1.838 5.807
H 2.754 3.907 6.911
H 0.745 5.070 6.056
H -0.480 4.166 4.126
H 1.697 2.079 -0.104
H 2.700 3.892 -1.437
H 1.904 6.213 -1.154
H 0.065 6.713 0.422
H -0.939 4.914 1.764
C -1.315 -5.332 -0.711
C -2.393 -4.280 -0.391
C -3.505 -4.289 -1.457
C -2.977 -4.558 1.007
C -1.796 -2.956 -0.380
N -1.406 -1.877 -0.297
H -1.814 -6.282 -0.899
H -0.636 -5.469 0.132
H -0.738 -5.068 -1.593
H -3.990 -5.263 -1.441
H -3.099 -4.115 -2.451
H -4.256 -3.527 -1.247
H -3.438 -5.545 0.992
H -3.738 -3.826 1.280
H -2.196 -4.554 1.768

Below is a molecular structure, C3H10N2, with properties calculated with ωB97M-V/def2-TZVPD.

## Properties
ΔE to the lowest compared entry with this formula, charge and spin (kJ/mol): 222.3
Total charge: 0
Total energy (Eh): -229.7246
Maximum force (eV/A): 3.978
Kohn-Sham gap (eV): 9.9
2S+1: 1

Geometry (Å):
C 1.339 -1.419 -0.200
C -0.742 1.615 0.492
C 0.673 -0.321 0.615
N -1.382 -0.421 -1.008
N -0.050 0.586 -0.231
H 0.583 -2.089 -0.599
H 1.889 -0.974 -1.028
H 2.027 -1.984 0.423
H 0.011 2.321 0.853
H -1.408 2.155 -0.179
H -1.314 1.244 1.354
H 0.039 -0.756 1.403
H 1.443 0.294 1.103
H -2.132 0.260 -1.066
H -0.976 -0.511 -1.932

Below is a molecular structure, C12H14ClN5O13SV, with properties calculated with ωB97M-V/def2-TZVPD.

## Properties
ΔE to the lowest compared entry with this formula, charge and spin (kJ/mol): 48.5
Total charge: -2
Expectation value of S²: 3.776
Total energy (Eh): -3520.0965
Maximum force (eV/A): 0.455
Kohn-Sham gap (alpha / beta) (eV): 5.6 / 8.7
2S+1: 4

Geometry (Å):
V 0.760 0.956 0.901
C 1.092 -1.594 -1.352
C 0.878 -0.230 -1.911
N 0.459 0.873 -1.300
C 0.387 1.852 -2.295
C 0.789 1.315 -3.489
N 1.077 0.014 -3.214
C 0.965 1.772 -4.920
O 0.791 3.004 -5.150
O 1.288 0.884 -5.718
C -0.210 3.206 -2.114
O -0.034 4.054 -3.088
O -0.882 3.494 -1.137
H 1.833 -1.559 -0.556
H 1.444 -2.251 -2.147
H 0.160 -1.996 -0.954
H 1.403 -0.610 -3.935
H 0.384 3.625 -3.969
O 4.424 1.234 1.427
S 3.370 1.074 0.461
O 3.798 0.982 -0.917
O 2.295 2.176 0.606
O 2.466 -0.127 0.800
O -0.835 1.445 4.212
Cl 0.596 1.629 4.149
O 1.214 1.170 5.352
O 1.120 0.808 3.036
O 0.904 3.008 3.897
N -2.614 -5.185 1.646
C -3.091 -4.023 1.025
O -4.190 -4.051 0.469
C -2.250 -2.848 1.110
C -1.046 -2.775 1.865
C -0.289 -1.643 1.854
N -0.607 -0.534 1.117
C -1.793 -0.581 0.422
C -2.606 -1.672 0.401
H -3.111 -6.003 1.329
H -1.613 -5.298 1.672
H -0.720 -3.593 2.494
H 0.626 -1.570 2.427
H -2.037 0.310 -0.143
H -3.524 -1.657 -0.170
N -0.627 2.523 1.389
H -1.069 2.870 0.538
H -0.084 3.286 1.784
H -1.292 2.231 2.097